The following is a DFT calculation (wB97M-V/def2-TZVPD) of a structure of composition C17H21Br3N4 at a distorted geometry.

Structure (XYZ):
```
45
Properties=species:S:1:pos:R:3:forces:R:3:mulliken_charge:R:1
N -1.03536 5.24384 0.92697 0.16 -1.46 1.37 0.0684
C -2.01044 4.34028 0.54464 0.76 2.85 -2.17 -0.4930
C -2.23062 3.50707 1.53887 -0.86 -1.92 1.15 -0.5514
C -1.35170 3.81564 2.57498 0.77 -0.62 1.29 -0.3549
C -0.55511 4.84077 2.19623 -0.21 1.49 -1.45 -0.5504
H -0.68207 5.95960 0.32946 0.38 0.25 -0.19 0.2582
H -2.41908 4.46851 -0.44417 -0.24 -0.23 0.06 0.3738
H -2.88521 2.67042 1.56947 -0.55 -0.32 -0.17 0.4632
H -1.28727 3.24590 3.48281 0.15 0.06 0.25 0.4091
H 0.28675 5.33696 2.67606 -0.44 -0.11 -0.16 0.3589
N 1.08263 4.30018 -1.33950 -3.03 -0.61 -2.83 0.3839
C 1.40604 5.51542 -0.97178 3.77 0.89 2.69 -0.6679
C 0.95260 6.45564 -1.82398 -0.57 1.85 -0.44 -0.3939
C 0.08495 5.75242 -2.71700 0.59 -0.13 0.19 -0.3753
C 0.17884 4.43099 -2.40407 0.65 -0.48 0.71 -0.5884
H 1.26233 3.41945 -0.94563 0.41 -0.72 0.93 0.0162
H 2.13254 5.56507 -0.13776 -0.55 0.49 -0.63 0.3630
H 1.25586 7.53586 -1.81998 -0.64 -1.35 0.04 0.3530
H -0.47674 6.12793 -3.52976 -0.44 0.44 -0.53 0.4746
H -0.32746 3.56956 -2.78636 -0.05 -0.20 -0.24 0.3972
N -0.22828 -3.80752 0.19518 -1.63 1.40 0.80 0.2140
C -1.47327 -3.22332 0.04241 -0.23 -0.23 -0.03 -0.6504
C -1.69057 -2.27186 1.02028 1.39 -1.15 -0.58 -0.4289
C -0.48911 -2.30067 1.78811 -0.16 2.22 1.52 -0.4855
C 0.34420 -3.23468 1.29049 1.51 -1.66 0.15 -0.5354
H 0.05669 -4.66830 -0.20861 0.36 -0.42 -0.42 0.4301
H -2.12062 -3.55347 -0.74597 -0.15 -0.04 -0.19 0.3957
H -2.57245 -1.70616 1.21590 -0.25 0.34 -0.18 0.4628
H -0.20523 -1.57477 2.58538 -0.48 -0.95 -0.51 0.4244
H 1.22370 -3.73107 1.73166 -0.35 0.79 -0.40 0.3090
N -0.39195 -6.86447 -1.02484 0.28 0.17 2.02 -0.0489
C 0.66032 -6.21845 -1.57902 2.25 -0.98 1.79 -0.8153
C 1.72250 -6.33450 -0.66347 -0.02 0.18 -0.65 -0.2341
C 1.25226 -7.02311 0.50620 -0.96 1.11 -1.93 -0.3337
C -0.07988 -7.24213 0.30438 0.56 0.24 -2.52 -0.5473
H -1.31541 -6.78055 -1.36566 -0.85 -0.11 -0.26 0.2070
H 0.69232 -5.84790 -2.56697 -0.24 0.34 -0.73 0.3821
H 2.74656 -5.96749 -0.82028 -0.69 -0.25 0.01 0.3743
H 1.80877 -7.30610 1.34080 0.71 -0.22 1.16 0.4777
H -0.81830 -7.69695 0.87506 -1.02 -0.71 0.96 0.4499
C 1.47833 0.18167 -0.04736 0.63 -0.61 0.13 -0.2171
Br 0.35057 1.62124 0.56575 0.10 -0.49 -0.10 0.1168
Br 3.30217 0.79599 -0.50889 -0.60 -0.04 0.55 -0.0621
Br 0.84265 -0.76105 -1.60311 -0.39 0.14 0.10 -0.0116
H 1.52251 -0.58587 0.75305 0.15 0.74 -0.55 0.1827
```
Positions in Å, forces in eV/Å.

## Properties
E: -234055.357 eV
Gap between HOMO and LUMO: 8.36 eV


The following is a DFT calculation (wB97M-V/def2-TZVPD) of a cluster of 2 separate species, H3N3O2P in total at a distorted geometry.

Structure (XYZ):
```
9
Properties=species:S:1:pos:R:3:forces:R:3:mulliken_charge:R:1
N 2.91555 -0.71768 1.64237 -0.83 4.62 -3.13 -0.0814
N 2.75114 0.20696 1.01413 0.81 -4.63 3.13 0.0776
N -0.49611 1.16179 -0.65522 -2.76 -1.24 -0.97 -0.7192
O 0.62504 -0.96056 -1.85043 0.12 0.72 0.63 -0.3655
O -1.90148 -0.90138 -1.86247 -0.46 0.30 -0.19 -0.5157
P -0.77902 -0.70046 -0.89879 0.37 0.09 0.40 -0.0973
H 1.25767 -0.43112 -1.33924 0.33 -0.29 -0.45 0.2274
H 0.38047 1.35693 -0.28264 2.05 0.30 0.93 0.2342
H -1.16783 1.33858 0.10533 0.37 0.13 -0.35 0.2399
```
Positions in Å, forces in eV/Å.

## Properties
E: -17905.695 eV
Energy relative to the best compared isomer or geometry (same formula, charge and spin): 43.0 kJ/mol
Charge: -1
Gap between HOMO and LUMO: 6.55 eV


Question: What is the gap between HOMO and LUMO in the second record?
Answer: 6.55 eV


Question: What is the E in the first record?
Answer: -234055.357 eV


Question: Which of these has the highest E?
Answer: H3N3O2P


Question: What is the formula in the second record?
Answer: H3N3O2P